No. 1
19
Properties=species:S:1:pos:R:3:forces:R:3 method="wB97M-V/def2-TZVPD" spin_multiplicity=1 relative_energy_kcal_mol=43.5 charge=-1 energy_ev=-17703.904 smiles=CCNCCC[S-]
C -0.464 -0.027 -0.604 -1.4439 -1.6971 0.8065
C -1.809 0.685 -0.801 -0.7639 1.5856 0.5570
S -1.670 2.553 -1.322 -0.1099 -1.6583 -0.2699
C -0.327 -0.589 0.819 1.0667 -0.1076 1.1508
N 1.067 -0.579 1.287 1.9901 -0.3281 -0.3503
C 1.933 -1.458 0.482 0.6821 -2.2676 -0.4338
C 2.769 -2.663 1.274 -2.5645 1.8045 -0.4884
H -0.530 -0.985 -1.149 0.6000 0.7046 -0.7898
H 0.412 0.553 -0.808 0.2311 0.4283 -0.4899
H -2.574 0.002 -1.268 0.8251 0.9039 -0.4031
H -2.282 0.898 0.166 0.3077 -0.5064 0.1230
H -0.849 0.001 1.563 -0.4750 0.0838 -0.0584
H -0.636 -1.648 0.866 -0.6445 0.2297 -0.0560
H 1.234 -0.714 2.293 -0.4945 0.0285 -0.8076
H 2.648 -1.057 -0.271 -0.3337 0.8665 0.9723
H 1.264 -2.009 -0.207 0.0962 0.0200 0.3155
H 2.050 -3.481 1.306 0.2423 -0.3752 -0.1065
H 2.805 -2.342 2.322 0.9707 -0.0702 -0.1846
H 3.687 -2.973 0.759 -0.1818 0.3548 0.5134

=====

No. 2
19
Properties=species:S:1:pos:R:3:forces:R:3 method="wB97M-V/def2-TZVPD" spin_multiplicity=2 relative_energy_kcal_mol=108.7 energy_ev=-17698.766
C 1.375 0.867 0.267 6.4601 1.7454 4.1708
N 0.727 -0.140 -0.463 -5.1239 4.2522 -1.0658
C -0.403 0.682 -0.462 0.3642 -4.8327 -1.6320
C -1.230 1.182 0.735 0.4315 0.1821 -1.4949
S -3.096 1.121 0.630 1.7996 0.1085 -0.3046
C -1.975 -2.284 -1.005 0.6715 0.3288 0.4697
C 2.946 0.392 0.563 -1.8729 1.1294 -2.2066
H 1.546 1.925 -0.103 -0.5279 -0.9965 -0.5994
H 1.066 1.091 1.307 -0.3894 -0.6199 -0.1852
H -1.166 -3.027 -0.947 0.5017 1.0688 -0.4427
H -0.932 0.740 -1.386 -0.6975 -0.1414 -0.9272
H -0.906 0.428 1.420 -0.0521 0.2438 1.5380
H -0.854 2.198 0.872 -0.5953 0.1007 1.0007
H -2.076 -1.679 -1.897 -0.0988 -1.0691 -1.0555
H -1.836 -1.395 -0.373 -0.0389 -1.0788 0.9903
H -2.782 -2.949 -0.756 -1.1299 0.6199 0.0366
H 2.771 -0.652 0.796 0.6401 -0.0343 0.9349
H 3.417 0.364 -0.473 -0.1494 0.3437 1.4447
H 3.409 1.134 1.275 -0.1927 -1.3505 -0.6717

=====

No. 3
20
Properties=species:S:1:pos:R:3:forces:R:3 method="wB97M-V/def2-TZVPD" spin_multiplicity=1 relative_energy_kcal_mol=18.6 charge=-1 energy_ev=-28539.910 smiles=[S-]CCNCCCS
C -0.593 1.000 -1.401 2.2185 0.3290 0.8418
C -0.575 0.592 -2.894 -0.4057 0.7863 1.5742
S -2.291 0.033 -3.242 0.1980 -0.1982 -1.0903
C 0.369 0.102 -0.554 -1.2267 -1.0895 0.9869
N -0.098 -0.012 0.828 0.0670 0.7151 0.5390
C 0.611 0.846 1.804 -0.3130 0.1772 -0.5890
C 1.175 0.115 3.042 0.5463 -0.6959 -0.6282
S 1.882 -1.561 2.793 -0.3054 -0.1976 -0.3898
H -0.101 1.970 -1.204 -0.6223 0.1907 -0.6429
H -1.581 1.057 -0.940 0.2059 -0.3544 -0.2306
H -0.170 1.400 -3.476 -0.6097 0.4757 -0.7215
H 0.189 -0.173 -3.032 -0.6301 -0.6464 -0.1099
H -2.900 1.187 -3.624 0.5825 -0.2422 0.2238
H 1.397 0.486 -0.577 -0.0919 0.0295 -0.1652
H 0.409 -0.916 -0.952 -0.0655 -0.0246 -0.2286
H -0.178 -0.948 1.213 0.5795 -0.0509 -0.4498
H -0.098 1.627 2.145 0.2718 -0.1107 0.0647
H 1.355 1.375 1.190 0.3681 -0.0245 0.5384
H 0.381 0.066 3.756 -0.6435 -0.1095 0.6321
H 2.017 0.582 3.533 -0.1239 1.0409 -0.1553

=====

No. 4
19
Properties=species:S:1:pos:R:3:forces:R:3 method="wB97M-V/def2-TZVPD" spin_multiplicity=1 relative_energy_kcal_mol=5.4 charge=+1 energy_ev=-72207.945 smiles=C[Se][C@@H]1CCC[NH2+]1
C 1.894 1.202 -0.029 -0.0193 -0.2223 0.8768
C 0.416 1.396 0.509 2.9183 -1.1578 -3.4140
C 1.684 0.137 -1.032 -0.8336 -1.9011 -0.5202
C -0.137 0.007 0.566 -2.4768 1.1814 1.8345
C -3.049 -1.149 0.354 1.3046 -3.5616 -1.9238
N 0.711 -0.832 -0.331 -0.3492 -0.6811 0.8728
Se -1.989 0.343 -0.199 0.6025 0.1339 0.2982
H 2.237 2.153 -0.445 0.2657 -0.4024 0.0111
H 2.601 0.786 0.715 -0.3781 0.7736 0.0733
H 0.513 2.060 1.275 -0.6434 1.0837 2.8204
H -0.089 1.886 -0.289 -0.3349 0.9590 -0.6922
H 1.125 0.505 -1.841 -0.7006 0.5080 -1.2966
H 2.401 -0.570 -1.422 1.0341 0.5491 0.0339
H -0.167 -0.203 1.656 0.0524 -1.2244 -0.9875
H -2.255 -1.890 0.671 -0.9715 0.6645 0.2522
H -3.796 -1.064 1.113 -0.2618 0.5806 0.3865
H -3.444 -1.747 -0.561 0.2593 1.5091 1.4072
H 0.134 -1.468 -0.890 -0.1780 0.9077 -0.7461
H 1.208 -1.553 0.180 0.7104 0.3000 0.7131

=====

No. 5
18
Properties=species:S:1:pos:R:3:forces:R:3 method="wB97M-V/def2-TZVPD" spin_multiplicity=1 relative_energy_kcal_mol=8.0 energy_ev=-7426.964 smiles=CC(C)(C)CO
C 0.482 -0.305 1.473 -0.8768 -0.9439 0.6664
C 0.395 0.002 -0.016 1.2806 0.8063 0.8120
C 1.653 -0.594 -0.701 -0.2487 -0.0097 1.0872
C 0.348 1.536 -0.189 -0.6417 -0.5120 -0.1540
C -0.850 -0.570 -0.590 -0.5340 -1.5370 -0.4248
H 1.316 0.238 1.945 -0.4493 -0.0854 -0.0213
H 0.649 -1.407 1.649 -0.1179 0.9858 -0.1867
H -0.521 -0.063 1.922 1.1982 -0.0064 -0.0384
H 1.752 -1.662 -0.410 0.0304 0.5831 -0.2660
H 1.580 -0.523 -1.770 0.1164 0.0600 -0.6225
H 2.555 -0.046 -0.346 -0.5520 -0.4029 -0.2936
H 1.247 1.965 0.231 0.2390 0.2885 0.0351
H 0.299 1.738 -1.270 -0.0281 0.3291 0.3139
H -0.546 1.953 0.331 0.6978 -0.2395 -0.5105
H -0.833 -0.339 -1.670 -0.2751 -0.3198 0.1916
H -0.846 -1.686 -0.406 0.0418 0.8427 -0.5152
H -2.783 -0.383 -0.383 -0.1548 -0.1064 -0.1065
O -2.004 -0.025 0.040 0.2743 0.2677 0.0334

=====

No. 6
18
Properties=species:S:1:pos:R:3:forces:R:3 method="wB97M-V/def2-TZVPD" spin_multiplicity=1 relative_energy_kcal_mol=97.3 energy_ev=-7423.091
C -1.863 -1.207 0.464 -0.0839 -0.1541 -0.0318
C -0.981 0.042 0.640 0.0043 0.1023 0.0182
C -0.376 0.248 -0.714 0.0076 -0.3408 0.0818
C 1.098 2.006 0.121 0.0981 0.0684 0.0923
C 0.749 -0.658 -1.028 -0.2703 0.1702 -0.2534
O 1.445 -1.213 0.084 0.2119 -0.2424 0.0208
H -1.238 -2.098 0.346 -0.1289 0.0923 0.0149
H -2.508 -1.108 -0.415 0.0624 -0.0455 0.1339
H -2.497 -1.347 1.344 0.0859 0.0197 -0.1035
H -1.614 0.894 0.914 0.0993 -0.1461 -0.0912
H -0.270 -0.148 1.455 -0.0560 0.0222 -0.1541
H 0.296 1.683 -0.605 0.1187 0.1748 0.0515
H 1.613 1.165 0.590 -0.1051 0.2189 -0.1001
H 1.790 2.591 -0.487 -0.0077 0.0281 0.1302
H 0.597 2.618 0.873 0.1349 -0.0103 -0.0854
H 1.443 -0.182 -1.736 -0.1585 -0.0792 0.1347
H 0.219 -1.445 -1.597 0.0586 0.0245 0.0344
H 2.096 -1.842 -0.250 -0.0715 0.0969 0.1068

=====

No. 7
18
Properties=species:S:1:pos:R:3:forces:R:3 method="wB97M-V/def2-TZVPD" spin_multiplicity=1 relative_energy_kcal_mol=87.4 energy_ev=-7423.523
C 2.332 -0.437 -0.735 0.0310 0.0447 -0.0610
C 1.562 -0.934 0.494 -0.0376 -0.0501 0.0307
C 0.404 -0.059 0.835 0.7265 0.5669 -0.1109
O -0.738 -0.616 1.082 -0.0606 -0.9738 -0.0225
C -1.875 -0.072 1.410 -0.5907 0.4613 0.2297
C -1.702 0.974 -1.719 0.0089 0.0191 -0.0511
H 3.208 -1.064 -0.931 -0.1304 0.0830 0.0371
H 2.685 0.590 -0.588 -0.0526 -0.1491 -0.0126
H 1.695 -0.446 -1.626 0.0847 -0.0021 0.1353
H 2.262 -1.009 1.342 -0.0959 0.0145 -0.0978
H 1.180 -1.946 0.318 0.0518 0.1377 0.0327
H 0.475 1.021 0.961 0.0288 -0.1449 -0.0144
H -0.865 0.630 -1.104 -0.1609 0.0758 -0.1423
H -1.936 1.004 1.529 -0.0136 -0.1419 -0.0017
H -2.696 -0.761 1.529 0.1010 0.1027 -0.0122
H -2.135 1.879 -1.285 0.0619 -0.1300 -0.0651
H -2.467 0.196 -1.767 0.1065 0.1079 0.0030
H -1.338 1.193 -2.726 -0.0587 -0.0217 0.1231

=====

No. 8
18
Properties=species:S:1:pos:R:3:forces:R:3 method="wB97M-V/def2-TZVPD" spin_multiplicity=1 relative_energy_kcal_mol=28.5 energy_ev=-7426.076 smiles="C=C(C)CC.O"
C 2.122 1.945 1.486 -1.1951 -0.3872 0.6649
C 0.914 1.384 1.773 2.5456 0.1836 -0.8626
C -0.188 2.228 2.275 -0.7197 -0.0125 0.9702
C 0.000 0.000 0.000 -1.4456 0.4199 0.0332
C 0.571 -0.051 1.434 0.7802 -0.7801 -1.7339
H 2.254 2.990 1.787 0.0977 -0.3277 -0.4254
H 2.975 1.436 1.023 -0.4436 -0.0210 0.3622
H -0.482 1.748 3.223 -0.4303 0.4441 -0.1403
H -1.054 2.220 1.593 0.2539 -0.0283 0.2974
H 0.087 3.276 2.482 0.0347 -0.5234 -0.1856
H -0.249 -0.981 -0.438 0.0991 0.2950 0.3388
H 0.683 0.529 -0.686 -0.2220 -0.2523 0.4269
H -0.928 0.588 0.095 0.1289 -0.2258 -0.7044
H -0.087 -0.598 2.136 0.1756 0.6187 -0.2796
H 1.424 -0.712 1.188 0.3122 0.6298 1.2288
O 3.494 -2.425 1.678 -0.9305 0.3321 0.6380
H 2.539 -2.547 1.478 1.0376 0.1261 0.2916
H 3.509 -1.944 2.536 -0.0788 -0.4909 -0.9201

=====

No. 9
18
Properties=species:S:1:pos:R:3:forces:R:3 method="wB97M-V/def2-TZVPD" spin_multiplicity=1 relative_energy_kcal_mol=3.6 energy_ev=-7427.157 smiles=CC(C)[C@@H](C)O
C -0.367 0.630 -1.830 0.0034 0.0630 -0.0056
C 0.422 0.168 -0.596 0.0495 0.0555 0.0239
C 0.903 1.382 0.223 -0.0375 0.0553 0.0406
C -0.462 -0.791 0.227 0.3095 -0.0661 -0.0724
C 0.259 -1.394 1.423 0.0589 0.0293 0.0676
O -1.590 -0.025 0.638 -0.2258 -0.1055 0.2101
H -0.839 -0.197 -2.380 0.2120 0.0619 0.2074
H -1.174 1.291 -1.500 0.1022 -0.0304 -0.1125
H 0.267 1.178 -2.535 -0.0508 -0.0347 0.1462
H 1.343 -0.353 -0.883 -0.3072 -0.2913 -0.2264
H 1.730 1.144 0.907 -0.2654 -0.0893 -0.1412
H 1.280 2.165 -0.449 -0.1403 -0.1578 0.0964
H 0.078 1.793 0.810 0.0974 0.0633 -0.0810
H -0.812 -1.617 -0.422 0.1815 0.2753 0.0183
H -0.409 -2.039 2.010 0.0767 0.1100 -0.1239
H 0.627 -0.597 2.075 -0.0122 -0.1345 -0.0056
H 1.106 -2.008 1.095 -0.1046 0.1123 0.0497
H -2.123 -0.563 1.235 0.0528 0.0836 -0.0915

=====

No. 10
18
Properties=species:S:1:pos:R:3:forces:R:3 method="wB97M-V/def2-TZVPD" spin_multiplicity=1 relative_energy_kcal_mol=37.7 energy_ev=-7425.677 smiles="C/C=C/C.CO"
C -1.490 1.569 0.321 -0.0490 0.0862 0.0101
C -0.418 0.661 0.849 0.2912 0.1978 0.1788
C -0.762 -1.412 -1.206 -0.1866 -0.2298 -0.1667
C 0.839 0.664 0.419 -0.1916 0.2770 0.4567
C 1.907 -0.247 0.962 0.0515 -0.0228 0.1192
O 0.305 -0.622 -1.701 0.0419 -0.2701 -0.4118
H -1.684 2.384 1.028 -0.0605 -0.0366 -0.1104
H -1.194 2.008 -0.639 -0.0016 -0.0391 0.1790
H -2.443 1.047 0.168 0.1833 0.0306 0.0587
H -0.698 -0.044 1.634 -0.0161 0.0840 -0.0734
H -0.640 -1.781 -0.175 0.2557 0.1963 -0.2697
H -1.673 -0.802 -1.214 0.3220 -0.0870 -0.1154
H -0.908 -2.265 -1.869 -0.1817 -0.1567 0.0413
H 1.136 1.365 -0.358 -0.0840 -0.0814 0.1188
H 2.747 -0.390 0.271 -0.1887 0.0867 0.0393
H 1.508 -1.237 1.213 0.0124 0.1571 0.0036
H 2.320 0.181 1.880 0.0979 -0.1136 -0.0551
H 1.147 -1.078 -1.584 -0.2960 -0.0785 -0.0028

=====

No. 11
18
Properties=species:S:1:pos:R:3:forces:R:3 method="wB97M-V/def2-TZVPD" spin_multiplicity=1 relative_energy_kcal_mol=31.3 energy_ev=-7425.953 smiles="C=CCC.CO"
C 0.944 1.288 1.876 0.0493 -0.0249 0.0472
C -0.176 1.572 0.871 -0.0185 0.0288 -0.0654
C -1.111 0.406 0.693 -0.1060 -0.0430 -0.1707
C -1.571 -0.037 -0.477 0.0122 0.1263 0.1420
O 0.303 -2.343 -0.954 0.0446 0.0434 0.1877
C 0.977 -1.811 -2.074 0.2348 0.1282 -0.3780
H 0.529 1.025 2.856 0.0621 0.0346 -0.1451
H 1.588 2.163 2.010 -0.1131 -0.1281 -0.0334
H 1.573 0.454 1.547 -0.1007 0.1055 0.0287
H 0.245 1.856 -0.102 -0.0732 -0.0505 0.1354
H -0.758 2.438 1.218 0.0720 -0.1324 -0.0130
H 0.028 -1.608 -0.392 -0.0133 -0.1790 -0.0841
H -1.443 -0.088 1.609 0.0450 0.0898 -0.1226
H -2.260 -0.875 -0.548 0.1075 0.1445 0.0657
H -1.270 0.424 -1.417 -0.0300 -0.0343 0.1593
H 2.030 -2.129 -2.089 -0.2145 0.0182 0.0546
H 0.966 -0.711 -2.084 -0.0438 -0.2064 0.0023
H 0.502 -2.165 -2.999 0.0857 0.0796 0.1895

=====

No. 12
18
Properties=species:S:1:pos:R:3:forces:R:3 method="wB97M-V/def2-TZVPD" spin_multiplicity=1 relative_energy_kcal_mol=16.0 energy_ev=-7426.620 smiles=CCCCOC
C 2.507 -1.463 -0.327 0.0770 -0.0038 0.0046
C 1.030 -1.162 -0.563 -0.0682 -0.0348 -0.0395
C 0.622 0.228 -0.077 0.0084 0.0088 0.0417
C -0.882 0.435 -0.125 0.0947 -0.2242 -0.1098
O -1.197 1.597 0.607 0.0591 0.0248 0.0042
C -2.552 1.654 0.959 -0.3223 0.0608 0.0962
H 3.146 -0.766 -0.881 -0.0712 -0.0851 0.0806
H 2.765 -2.480 -0.640 -0.0373 0.1608 0.0206
H 2.754 -1.369 0.737 -0.0267 -0.0022 -0.1617
H 0.421 -1.911 -0.038 0.0838 0.0983 -0.0752
H 0.793 -1.266 -1.630 0.0344 0.0009 0.1411
H 0.932 0.365 0.967 -0.0123 -0.0634 -0.1392
H 1.124 1.012 -0.659 -0.0486 -0.1318 0.0668
H -1.248 0.518 -1.164 0.0575 0.0083 0.1645
H -1.384 -0.441 0.323 0.0684 0.1480 -0.0129
H -2.695 2.545 1.574 -0.0143 -0.1242 -0.1090
H -2.845 0.765 1.542 0.0193 0.1523 -0.0764
H -3.207 1.717 0.075 0.0984 0.0065 0.1035

=====

Copy entry 3 word for word.
20
Properties=species:S:1:pos:R:3:forces:R:3 method="wB97M-V/def2-TZVPD" spin_multiplicity=1 relative_energy_kcal_mol=18.6 charge=-1 energy_ev=-28539.910 smiles=[S-]CCNCCCS
C -0.593 1.000 -1.401 2.2185 0.3290 0.8418
C -0.575 0.592 -2.894 -0.4057 0.7863 1.5742
S -2.291 0.033 -3.242 0.1980 -0.1982 -1.0903
C 0.369 0.102 -0.554 -1.2267 -1.0895 0.9869
N -0.098 -0.012 0.828 0.0670 0.7151 0.5390
C 0.611 0.846 1.804 -0.3130 0.1772 -0.5890
C 1.175 0.115 3.042 0.5463 -0.6959 -0.6282
S 1.882 -1.561 2.793 -0.3054 -0.1976 -0.3898
H -0.101 1.970 -1.204 -0.6223 0.1907 -0.6429
H -1.581 1.057 -0.940 0.2059 -0.3544 -0.2306
H -0.170 1.400 -3.476 -0.6097 0.4757 -0.7215
H 0.189 -0.173 -3.032 -0.6301 -0.6464 -0.1099
H -2.900 1.187 -3.624 0.5825 -0.2422 0.2238
H 1.397 0.486 -0.577 -0.0919 0.0295 -0.1652
H 0.409 -0.916 -0.952 -0.0655 -0.0246 -0.2286
H -0.178 -0.948 1.213 0.5795 -0.0509 -0.4498
H -0.098 1.627 2.145 0.2718 -0.1107 0.0647
H 1.355 1.375 1.190 0.3681 -0.0245 0.5384
H 0.381 0.066 3.756 -0.6435 -0.1095 0.6321
H 2.017 0.582 3.533 -0.1239 1.0409 -0.1553